(1)
Entry from the OMol25 dataset: a 9-piece molecular cluster, C24H48N6O6 overall in a non-equilibrium geometry (wB97M-V/def2-TZVPD).

```
! wB97M-V def2-TZVPD RIJCOSX def2/J DEFGRID3
* xyz 0 1
C -2.267 20.240 8.390
N -2.440 21.104 7.294
C -1.372 22.164 7.282
C -3.570 21.058 6.557
O -3.864 21.907 5.745
H -2.403 20.663 9.385
H -1.317 19.710 8.470
H -3.105 19.545 8.341
H -1.264 22.765 8.185
H -0.371 21.755 7.143
H -1.494 22.814 6.416
H -4.272 20.218 6.668
C -9.551 20.512 4.095
N -10.736 21.235 3.608
C -10.935 21.258 2.171
C -11.630 21.839 4.460
O -12.663 22.383 4.106
H -9.713 19.485 3.768
H -9.590 20.143 5.119
H -8.532 20.860 3.924
H -10.776 20.269 1.740
H -11.753 21.866 1.786
H -10.102 21.800 1.723
H -11.267 21.702 5.490
C -1.273 22.462 0.298
N -2.568 22.263 -0.432
C -2.555 22.653 -1.833
C -3.626 21.724 0.138
O -4.754 21.615 -0.408
H -0.904 21.654 0.930
H -1.351 23.323 0.962
H -0.511 22.698 -0.445
H -3.496 22.486 -2.359
H -2.065 23.575 -2.144
H -1.839 21.964 -2.281
H -3.383 21.296 1.123
C -4.540 24.927 12.831
C -3.353 24.875 11.807
C -3.321 25.929 10.752
O -2.345 24.191 12.092
H -5.337 24.260 12.502
H -5.056 25.851 13.092
H -4.196 24.632 13.822
H -2.560 26.659 11.028
H -4.227 26.531 10.677
H -3.149 25.710 9.698
C -3.615 14.262 10.349
C -3.331 12.950 9.700
C -2.137 12.109 10.113
O -4.050 12.466 8.809
H -4.184 14.820 9.606
H -2.685 14.827 10.407
H -4.050 14.098 11.335
H -1.603 12.588 10.934
H -1.416 11.968 9.308
H -2.375 11.191 10.650
C 3.592 27.055 6.346
C 2.086 27.058 6.601
C 1.242 27.252 5.421
O 1.642 26.980 7.724
H 3.968 26.497 7.204
H 4.053 28.039 6.261
H 3.828 26.472 5.456
H 0.209 27.125 5.745
H 1.557 26.778 4.492
H 1.184 28.298 5.121
C -3.410 18.877 13.690
C -3.901 17.986 14.774
N -4.389 17.300 15.577
H -2.797 18.138 13.174
H -3.003 19.780 14.145
H -4.312 19.234 13.193
C -7.360 24.910 6.946
C -7.823 23.754 7.643
N -8.236 22.883 8.254
H -7.794 25.721 7.531
H -7.649 24.866 5.896
H -6.278 24.992 7.042
C 2.104 19.670 5.341
C 0.870 19.068 4.739
N -0.079 18.624 4.272
H 2.194 19.502 6.415
H 2.212 20.742 5.174
H 2.964 19.312 4.776
*
```

## Properties
HOMO	-9.001	eV
SMILES string	CN(C)C=O.CN(C)C=O.CN(C)C=O.CC(C)=O.CC(C)=O.CC(C)=O.CC#N.CC#N.CC#N

(2)
Entry from the OMol25 dataset: a 2-piece molecular cluster, C4H8O2 overall (wB97M-V/def2-TZVPD).

```
! wB97M-V def2-TZVPD RIJCOSX def2/J DEFGRID3
* xyz 0 1
O -0.397 -1.848 -0.976
C -0.207 -1.173 -0.001
C 0.626 -0.958 1.188
C -0.828 -0.412 1.120
O -0.936 0.973 1.259
H 0.874 -1.830 1.791
H 1.371 -0.158 1.183
H -1.605 -0.987 1.626
H -1.697 1.294 0.753
C 0.567 1.034 -1.588
H 1.642 1.089 -1.783
H 0.357 1.309 -0.550
H -0.020 1.654 -2.271
H 0.252 0.011 -1.751
*
```

## Properties
HOMO	-9.186	eV
SMILES string	O=C1C[C@H]1O.C

(3)
Entry from the OMol25 dataset: a 10-piece molecular cluster, H21O10 overall in a non-equilibrium geometry (wB97M-V/def2-TZVPD).

```
! wB97M-V def2-TZVPD RIJCOSX def2/J DEFGRID3
* xyz 1 1
O 2.517 0.768 -2.824
H 2.911 0.048 -3.315
H 2.992 1.600 -2.824
O -2.985 -0.424 1.832
H -2.921 -0.657 2.773
H -3.837 0.028 1.945
O -1.210 0.532 -0.538
H -1.457 0.675 0.394
H -1.651 -0.324 -0.715
O -0.906 3.343 0.490
H -1.501 3.962 0.881
H -0.991 3.324 -0.466
O 1.080 2.271 2.262
H 0.829 2.666 3.084
H 0.560 2.780 1.612
O 0.947 -2.746 -1.324
H 1.636 -3.402 -1.504
H 1.033 -2.749 -0.344
O -3.508 -1.156 -0.940
H -3.773 -2.063 -0.910
H -4.208 -0.570 -0.649
O 1.154 -0.252 -0.802
H 1.062 -1.127 -1.318
H 1.570 0.283 -1.560
O 2.811 1.254 -0.122
H 2.164 1.659 0.448
O 0.658 -3.310 1.321
H 0.259 -4.160 1.540
H 0.066 0.043 -0.835
H 3.618 0.883 0.227
H 1.082 -3.177 2.179
*
```

## Properties
HOMO	-13.568	eV

(4)
Entry from the OMol25 dataset: a 13-piece molecular cluster, C63H163N13O16 overall in a non-equilibrium geometry (wB97M-V/def2-TZVPD).

```
! wB97M-V def2-TZVPD RIJCOSX def2/J DEFGRID3
* xyz 0 1
C -23.612 -21.098 2.405
C -24.301 -19.721 2.073
C -25.328 -19.188 3.162
O -26.277 -20.229 3.443
C -27.177 -20.490 2.357
N -23.168 -18.819 2.042
H -24.326 -21.920 2.353
H -23.136 -21.094 3.386
H -22.836 -21.417 1.710
H -24.929 -19.750 1.183
H -25.669 -18.205 2.837
H -24.818 -19.117 4.123
H -26.771 -21.003 1.486
H -27.741 -19.615 2.031
H -27.885 -21.207 2.771
H -23.504 -18.015 1.532
H -22.407 -19.261 1.547
C -22.635 -6.881 0.482
C -22.785 -7.113 -1.048
C -24.337 -7.198 -1.355
O -24.682 -7.440 -2.644
C -25.930 -8.075 -2.816
N -22.161 -5.950 -1.683
H -23.282 -6.096 0.874
H -21.615 -6.613 0.757
H -22.751 -7.809 1.041
H -22.247 -8.015 -1.338
H -24.862 -6.322 -0.975
H -24.586 -8.071 -0.752
H -26.019 -9.087 -2.420
H -26.171 -8.171 -3.874
H -26.688 -7.380 -2.453
H -22.591 -5.841 -2.591
H -21.245 -6.246 -1.987
C -19.156 -14.311 2.924
C -20.164 -13.228 3.454
C -21.310 -12.916 2.514
O -22.043 -11.754 3.049
C -23.058 -11.099 2.259
N -20.769 -13.602 4.755
H -18.158 -14.205 3.350
H -19.129 -14.255 1.836
H -19.477 -15.326 3.161
H -19.619 -12.299 3.620
H -22.038 -13.680 2.239
H -20.859 -12.596 1.575
H -23.893 -11.794 2.165
H -22.803 -10.831 1.234
H -23.309 -10.219 2.852
H -21.461 -12.899 4.970
H -21.329 -14.419 4.560
C -30.551 -21.495 1.751
C -30.204 -20.205 1.052
C -31.214 -19.841 -0.110
O -31.077 -20.777 -1.063
C -31.947 -20.532 -2.216
N -30.186 -19.033 1.988
H -30.246 -22.377 1.188
H -31.609 -21.631 1.972
H -29.962 -21.620 2.660
H -29.232 -20.384 0.593
H -31.001 -18.859 -0.532
H -32.216 -19.756 0.311
H -33.001 -20.779 -2.088
H -31.613 -21.105 -3.081
H -31.902 -19.486 -2.520
H -31.086 -18.906 2.427
H -30.036 -18.180 1.467
C -21.174 -11.096 -1.562
C -21.210 -12.617 -1.571
C -21.589 -13.249 -2.907
O -22.943 -12.928 -3.295
C -23.370 -13.518 -4.535
N -19.868 -13.030 -1.160
H -20.494 -10.662 -2.295
H -20.664 -10.849 -0.632
H -22.136 -10.622 -1.757
H -21.821 -12.989 -0.749
H -21.507 -14.335 -2.872
H -20.950 -12.955 -3.740
H -24.431 -13.761 -4.599
H -22.865 -14.470 -4.701
H -23.111 -12.987 -5.451
H -19.897 -14.039 -1.131
H -19.232 -12.822 -1.917
C -26.683 -12.024 -4.085
C -28.099 -11.723 -3.644
C -28.955 -13.078 -3.644
O -30.206 -12.771 -3.017
C -31.156 -13.792 -2.968
N -27.971 -11.250 -2.290
H -26.351 -12.847 -3.452
H -26.088 -11.112 -4.046
H -26.708 -12.460 -5.084
H -28.562 -10.940 -4.245
H -28.400 -13.871 -3.143
H -29.107 -13.315 -4.698
H -30.764 -14.737 -2.594
H -31.475 -13.947 -3.998
H -32.078 -13.551 -2.437
H -28.882 -11.244 -1.852
H -27.473 -11.976 -1.795
C -31.375 -16.764 4.475
C -32.134 -16.251 3.263
C -33.533 -16.862 3.093
O -33.406 -18.245 2.733
C -34.682 -18.952 2.650
N -32.102 -14.849 3.449
H -31.708 -16.327 5.417
H -30.312 -16.551 4.361
H -31.396 -17.845 4.611
H -31.488 -16.527 2.430
H -34.157 -16.375 2.344
H -34.062 -16.852 4.046
H -35.416 -18.536 1.961
H -35.155 -19.007 3.630
H -34.521 -20.004 2.417
H -32.661 -14.418 2.728
H -32.557 -14.505 4.282
C -27.162 -7.716 0.931
C -28.042 -8.049 2.154
C -27.947 -9.557 2.443
O -28.515 -10.394 1.446
C -29.164 -11.638 1.787
N -27.600 -7.267 3.323
H -27.345 -8.364 0.074
H -26.138 -7.795 1.296
H -27.274 -6.714 0.517
H -29.094 -7.835 1.963
H -28.393 -9.804 3.407
H -26.897 -9.826 2.560
H -30.019 -11.566 2.459
H -28.469 -12.352 2.231
H -29.471 -11.993 0.803
H -27.929 -7.511 4.246
H -26.668 -7.623 3.479
C -20.214 -17.302 0.621
C -20.139 -17.367 -0.891
C -21.496 -17.281 -1.633
O -22.024 -18.577 -1.459
C -23.312 -18.663 -2.016
N -19.299 -16.243 -1.224
H -19.216 -17.390 1.050
H -20.798 -18.143 0.994
H -20.647 -16.381 1.011
H -19.571 -18.239 -1.217
H -21.393 -17.045 -2.692
H -22.128 -16.537 -1.148
H -23.228 -18.713 -3.102
H -24.007 -17.862 -1.765
H -23.630 -19.596 -1.550
H -18.361 -16.311 -0.856
H -19.177 -16.326 -2.223
C -31.462 -20.253 -6.722
O -32.535 -19.489 -6.176
C -33.663 -20.218 -5.736
C -34.636 -19.192 -5.055
N -34.262 -18.797 -3.713
C -35.044 -17.664 -3.186
C -34.464 -17.255 -1.838
O -33.170 -16.660 -1.957
C -32.508 -16.263 -0.742
H -31.181 -21.103 -6.102
H -30.631 -19.669 -7.117
H -31.888 -20.718 -7.611
H -33.414 -20.926 -4.945
H -34.072 -20.830 -6.540
H -35.633 -19.634 -5.054
H -34.693 -18.237 -5.578
H -33.349 -18.374 -3.796
H -36.100 -17.918 -3.089
H -34.931 -16.797 -3.837
H -34.259 -18.104 -1.186
H -35.241 -16.689 -1.324
H -31.564 -15.742 -0.902
H -32.382 -17.159 -0.134
H -33.196 -15.625 -0.187
C -26.458 -13.606 3.868
O -25.385 -14.277 4.524
C -24.528 -15.065 3.726
C -23.696 -15.977 4.575
N -22.516 -16.511 3.905
C -21.444 -16.968 4.853
C -22.082 -18.125 5.690
O -21.152 -18.643 6.660
C -21.722 -19.602 7.529
H -26.187 -13.229 2.882
H -26.844 -12.779 4.463
H -27.312 -14.267 3.720
H -23.899 -14.434 3.097
H -25.014 -15.735 3.016
H -24.321 -16.761 5.002
H -23.253 -15.358 5.355
H -22.768 -17.239 3.252
H -20.945 -16.175 5.410
H -20.672 -17.325 4.171
H -22.363 -18.914 4.992
H -22.986 -17.787 6.197
H -22.432 -19.194 8.249
H -20.966 -19.973 8.222
H -22.131 -20.435 6.958
C -25.771 -11.060 -0.156
O -26.164 -12.376 -0.543
C -25.101 -13.284 -0.551
C -25.485 -14.749 -0.843
N -26.368 -15.340 0.215
C -26.953 -16.524 -0.359
C -28.050 -17.218 0.509
O -29.281 -16.490 0.614
C -29.219 -15.188 1.244
H -25.776 -11.108 0.933
H -26.557 -10.334 -0.365
H -24.818 -10.665 -0.506
H -24.549 -13.197 0.384
H -24.404 -12.913 -1.302
H -24.595 -15.362 -0.985
H -25.931 -14.662 -1.834
H -27.034 -14.677 0.587
H -26.152 -17.194 -0.668
H -27.371 -16.215 -1.317
H -27.603 -17.425 1.481
H -28.333 -18.155 0.030
H -30.244 -14.859 1.418
H -28.646 -14.487 0.637
H -28.788 -15.253 2.242
C -27.313 -19.637 -2.395
C -27.730 -18.989 -3.722
C -28.972 -18.067 -3.426
C -29.341 -17.066 -4.547
C -28.109 -16.264 -4.855
C -26.863 -17.058 -5.231
N -26.618 -18.136 -4.224
O -25.473 -18.866 -4.522
C -27.151 -17.467 -6.721
C -25.866 -15.947 -5.145
C -28.184 -20.055 -4.757
H -26.345 -20.138 -2.409
H -27.991 -20.460 -2.173
H -27.235 -19.005 -1.511
H -29.902 -18.632 -3.367
H -28.954 -17.439 -2.535
H -30.042 -16.325 -4.163
H -29.728 -17.538 -5.450
H -27.969 -15.611 -3.994
H -28.407 -15.656 -5.709
H -27.107 -16.589 -7.366
H -26.377 -18.121 -7.121
H -28.160 -17.813 -6.943
H -24.883 -16.353 -5.385
H -25.850 -15.113 -5.847
H -25.796 -15.437 -4.184
H -27.426 -20.638 -5.280
H -28.759 -19.565 -5.542
H -28.896 -20.752 -4.315
H -25.707 -19.325 -5.332
*
```

## Properties
HOMO	-8.337	eV

(5)
Entry from the OMol25 dataset: CH5NP2 in the gas phase in a non-equilibrium geometry (wB97M-V/def2-TZVPD).

```
! wB97M-V def2-TZVPD RIJCOSX def2/J DEFGRID3
* xyz 0 1
H 2.709 1.721 -0.419
P 2.724 0.377 0.054
N 1.217 0.110 -0.259
P 0.273 -1.246 0.082
C -1.540 -0.010 0.417
H -0.074 -1.405 -1.271
H -1.527 0.724 -0.374
H -1.405 0.419 1.399
H -2.378 -0.690 0.370
*
```

## Properties
HOMO	-8.216	eV
SMILES string	[H]/P=N/PC

| no. | Kohn-Sham gap (eV) | E_LUMO (eV) |
| --- | --- | --- |
| 1 | 8.9 | -0.111 |
| 2 | 9.6 | 0.460 |
| 3 | 11.1 | -2.479 |
| 4 | 8.7 | 0.380 |
| 5 | 7.5 | -0.689 |